No. 1
This record from OMol25 describes the ion C2H2NO2 with charge -1 in a non-equilibrium geometry. The level of theory is wB97M-V/def2-TZVPD.

The geometry in XYZ format:
```
7
Properties=species:S:1:pos:R:3:forces:R:3
H -2.18477 -0.48822 -0.62104 0.503 0.149 0.276
N -1.16500 -0.61661 -0.72053 -0.641 -0.628 -0.795
C -0.46319 0.00762 0.11119 2.325 0.856 0.757
C 1.25207 0.10459 0.10168 -3.003 -0.474 -0.041
O 1.59981 1.24516 -0.17537 0.393 0.987 -0.195
O 1.84196 -0.92104 0.40213 0.525 -0.730 0.200
H -0.88088 0.66850 0.90193 -0.102 -0.161 -0.201
```
Positions in Å, forces in eV/Å.

The energy above the lowest of the compared OMol25 structures with the same formula, charge and spin comes out at 28.75 kJ/mol. As for the charge: -1. The calculation puts the total energy at -282.6804 Eh. The value obtained for the HOMO-LUMO gap is 8.1 eV.

Atomic partial charges in e from the Mulliken method, atoms 1 to 2: atom 1 (H): 0.208, atom 2 (N): -0.635

---

No. 2
This record from OMol25 describes a cluster of 7 separate species, C11H36O7 in total in a non-equilibrium geometry. The level of theory is wB97M-V/def2-TZVPD.

The geometry in XYZ format:
```
54
Properties=species:S:1:pos:R:3:forces:R:3
C -7.14184 1.59621 -1.30536 1.658 0.105 0.498
C -6.56382 2.61814 -2.29488 1.008 -0.580 0.055
C -5.18570 2.25684 -3.00443 -0.607 0.638 0.426
O -7.51042 2.69102 -3.28756 -1.500 0.193 -2.186
H -6.41698 1.44754 -0.50500 0.079 -0.508 0.044
H -7.33151 0.68381 -1.87076 0.096 -0.141 0.249
H -8.04583 1.89520 -0.77480 -0.198 0.405 -0.412
H -6.53785 3.63099 -1.89292 0.755 -0.016 0.701
H -4.88153 3.03452 -3.70500 -0.378 0.537 0.197
H -5.20520 1.40427 -3.68328 -0.462 -0.480 0.562
H -4.34349 2.18352 -2.31639 -0.200 -0.265 0.226
H -8.35622 2.61540 -2.83977 -0.246 0.110 -0.360
C 1.80147 5.70004 2.11885 1.193 -0.817 -0.341
C 3.29294 5.99958 2.58828 -1.442 -1.183 -2.731
C 3.77694 7.26344 1.90671 0.158 0.544 0.861
O 3.40944 6.04984 3.94131 -0.213 1.054 1.953
H 1.40297 4.77370 2.53259 -0.036 0.300 0.871
H 1.77045 5.39183 1.07379 0.333 0.578 -0.425
H 1.12615 6.54757 2.23606 0.069 -0.041 0.274
H 3.94677 5.16030 2.35118 -0.171 -0.131 -0.745
H 3.18086 8.12494 2.20770 -0.854 -0.041 -0.233
H 3.77753 7.19659 0.81875 0.331 0.051 0.174
H 4.70120 7.58675 2.38557 0.720 -0.473 -0.683
H 3.09190 6.93807 4.11968 -0.091 0.144 1.027
C 0.90427 -1.34845 -5.08096 1.344 -0.634 -2.593
O -0.38418 -1.01273 -4.75490 -0.840 0.663 1.554
H 0.93602 -1.27667 -6.16813 0.376 0.063 -0.271
H 1.65654 -0.64622 -4.72170 0.073 -0.176 0.335
H 1.15814 -2.39463 -4.91020 0.134 -0.055 0.688
H -0.22969 -0.60091 -3.90159 -1.088 0.144 0.319
C 2.37094 -0.77979 5.21263 0.059 -0.343 1.051
O 2.88318 0.26392 4.39047 -0.296 -0.955 -0.352
H 1.29089 -0.90315 5.29250 -0.353 0.879 -0.278
H 2.64546 -1.79621 4.93044 0.730 0.346 -0.865
H 2.74732 -0.71271 6.23338 0.028 0.271 0.153
H 2.87457 1.11172 4.84075 -0.181 -0.193 0.268
C -0.72839 -1.48534 0.25967 0.573 -0.378 0.687
O 0.06802 -0.31256 0.17766 -0.528 0.441 -0.472
H -0.15217 -2.33885 -0.09752 -0.200 -0.195 -0.247
H -1.00161 -1.70725 1.29127 -0.058 0.033 0.194
H -1.66819 -1.39588 -0.28521 0.333 0.365 -0.264
H 0.81350 -0.34942 0.78140 -0.108 -0.269 0.092
C 4.63468 -7.22747 -2.15646 -0.382 -0.592 -0.485
O 3.25555 -7.42036 -2.00421 -1.269 -0.178 0.615
H 4.71757 -6.75362 -3.13457 1.015 0.542 0.236
H 5.00212 -6.70706 -1.27200 0.621 0.218 -0.451
H 5.06775 -8.22475 -2.23376 0.309 0.105 0.138
H 2.92542 -6.65295 -1.53126 -0.320 -0.104 -0.017
C -0.15413 -7.13640 1.09650 -1.368 0.505 1.165
O 0.98439 -6.36398 1.45233 0.291 -0.301 -0.743
H -0.56473 -7.02568 0.09288 1.139 -0.041 -0.369
H -0.06091 -8.17602 1.41047 0.118 -0.122 -0.453
H -0.97436 -6.70932 1.67350 -0.423 -0.250 0.330
H 1.22380 -6.70733 2.31628 0.268 0.226 0.031
```
Positions in Å, forces in eV/Å.

The energy above the lowest of the compared OMol25 structures with the same formula, charge and spin comes out at 314.12 kJ/mol. The calculation puts the total energy at -967.1929 Eh. The value obtained for the HOMO-LUMO gap is 10.3 eV.

Atomic partial charges in e from the Mulliken method, atoms 1 to 2: atom 1 (C): -1.328, atom 2 (C): 0.561

---

No. 3
This record from OMol25 describes a structure of composition C3H5ClN2S in a non-equilibrium geometry. The level of theory is wB97M-V/def2-TZVPD.

The geometry in XYZ format:
```
12
Properties=species:S:1:pos:R:3:forces:R:3
C -1.86588 1.27219 -0.80238 -0.073 -3.282 -2.223
C 0.48333 -0.01719 0.31970 -4.969 -3.860 1.410
C 1.53354 -0.18157 1.08575 2.540 4.374 -0.825
H -1.04588 -0.71401 -2.25556 0.451 0.586 0.255
H -2.56159 -1.43196 -2.34298 1.261 1.912 1.191
H -2.27563 1.98832 -0.18377 -1.557 1.755 0.267
H -0.54627 -0.93986 0.49423 3.635 2.700 -0.961
H 2.36680 0.64032 1.23850 -2.070 -1.215 -0.727
N -1.94241 -0.73591 -1.78873 -1.800 -3.138 -2.465
N -2.60787 0.40963 -1.52290 3.007 2.573 3.716
S -0.03996 1.40074 -0.48057 -0.876 0.584 -1.095
Cl 2.09694 -1.53595 1.78245 0.450 -2.989 1.457
```
Positions in Å, forces in eV/Å.

The energy above the lowest of the compared OMol25 structures with the same formula, charge and spin comes out at 345.53 kJ/mol. The calculation puts the total energy at -1085.0475 Eh. The value obtained for the HOMO-LUMO gap is 8.8 eV.

Atomic partial charges in e from the Mulliken method, atoms 1 to 2: atom 1 (C): -0.212, atom 2 (C): -0.142